Below is a molecular structure, C58H45AsCoF3NO3S6Si, with properties calculated with the ωB97M-V functional and the def2-TZVPD basis.

Geometry (Å):
As  0.07  1.15  -3.78
Co  -0.42  -0.74  -1.44
S  -1.67  2.06  -4.55
S  1.63  1.93  -4.97
S  0.34  1.32  -1.59
S  0.04  -1.03  -3.68
S  0.77  -0.80  1.65
S  2.40  -1.00  -0.40
Si  -3.71  0.22  -1.63
F  -0.49  -7.63  -1.63
F  -0.57  -7.27  0.49
F  -2.38  -7.29  -0.66
O  2.46  -2.45  -0.18
O  -2.32  -0.28  -1.14
O  -0.51  -1.08  0.99
N  -0.62  -2.65  -1.24
C  2.46  5.74  1.37
C  -5.53  3.87  -0.66
C  3.62  4.96  1.37
C  -1.65  -3.15  -0.54
C  3.63  -0.37  0.81
C  1.66  -1.30  4.13
C  -5.31  2.54  -0.98
C  0.57  -0.74  3.47
C  1.11  3.74  1.43
C  5.46  0.13  2.87
C  4.38  -0.35  -4.46
C  4.23  0.84  2.81
C  -7.20  -1.85  -0.53
C  3.55  3.60  1.43
C  -5.04  -0.72  0.76
C  4.82  -0.09  -5.86
C  1.23  5.14  1.40
C  -3.45  -1.33  -4.00
C  3.64  0.53  -2.34
C  -0.96  -5.40  -0.93
C  -5.08  -0.67  -0.63
C  -1.10  -6.86  -0.70
C  6.00  1.24  4.95
C  -0.37  -0.12  5.58
C  0.24  -3.53  -1.80
C  -4.30  -0.82  -6.18
C  -4.06  -0.20  -3.46
C  1.73  -1.26  5.51
C  -7.14  -1.86  0.86
C  4.74  1.85  4.95
C  -0.15  3.11  1.37
C  4.81  -1.09  0.89
C  -6.17  -1.26  -1.25
C  -4.47  4.76  -0.63
C  4.12  -1.64  -4.00
C  3.87  1.65  3.91
C  3.37  -0.75  -1.91
C  0.92  0.98  1.55
C  3.35  0.66  1.71
C  -4.95  0.28  -5.65
C  -0.24  1.74  1.40
C  4.17  0.73  -3.60
C  -3.19  4.31  -0.94
C  0.80  -0.69  7.75
C  -2.99  2.99  -1.27
C  0.71  -0.68  6.26
C  -6.05  -1.30  1.50
C  -0.45  -0.15  4.20
C  2.18  1.53  1.58
C  -1.87  -4.49  -0.38
C  -4.03  2.07  -1.29
C  3.61  -1.84  -2.73
C  -3.54  -1.63  -5.34
C  5.74  -0.82  1.86
C  2.30  2.95  1.50
C  0.12  -4.89  -1.66
C  6.34  0.38  3.93
C  -4.81  0.60  -4.31
H  -5.54  0.91  -6.30
H  4.96  -1.02  -6.41
H  6.69  -1.35  1.89
H  -6.22  -1.26  -2.33
H  -1.29  0.29  3.68
H  0.85  -5.54  -2.11
H  -4.64  5.80  -0.36
H  3.41  1.38  -1.71
H  7.30  -0.12  3.94
H  -6.14  1.85  -0.99
H  -1.04  3.71  1.24
H  -4.19  -0.28  1.26
H  -8.04  -2.29  -1.04
H  -2.36  5.00  -0.93
H  -2.87  -1.97  -3.34
H  -6.00  -1.31  2.58
H  -4.36  -1.04  -7.24
H  4.98  -1.88  0.17
H  6.69  1.43  5.76
H  4.05  0.50  -6.36
H  4.35  1.73  -3.96
H  1.05  -3.11  -2.37
H  5.74  0.48  -5.88
H  4.59  5.44  1.30
H  0.63  -1.71  8.12
H  -2.73  -4.83  0.19
H  -1.18  0.33  6.14
H  -7.95  -2.31  1.43
H  -3.02  -2.48  -5.75
H  4.29  -2.49  -4.65
H  4.45  3.00  1.44
H  2.54  6.82  1.35
H  2.59  -1.69  6.01
H  0.06  -0.04  8.21
H  2.45  -1.75  3.55
H  -5.28  1.49  -3.92
H  -6.53  4.21  -0.42
H  0.33  5.73  1.40
H  3.38  -2.83  -2.37
H  -1.19  1.24  1.29
H  -1.99  2.65  -1.50
H  -2.32  -2.41  -0.11
H  2.90  2.12  3.92
H  4.45  2.48  5.79
H  1.78  -0.38  8.09

Output
2S+1: 4
Charge: -2
HOMO-LUMO gap (alpha / beta): 4.12 / 4.12 eV
E_LUMO (alpha / beta): 0.1211 / 0.1211 Eh
Expectation value of S²: 3.7666
HOMO energy (alpha / beta): -0.826 / -0.827 eV

Atomic partial charges in e from the Mulliken method, atoms 1 to 6: As 0.356; Co 0.535; S -0.515; S -0.645; S -0.509; S -0.400


Below is a molecular structure, C23H23Br30F7NO4S, with properties calculated with the ωB97M-V functional and the def2-TZVPD basis.

Geometry (Å):
Br  1.38  6.84  5.05
Br  2.20  6.04  -8.71
Br  6.00  -0.70  -0.08
Br  4.35  4.06  5.24
Br  3.68  3.44  -0.07
Br  7.76  -2.82  1.53
Br  -1.73  2.46  -5.25
Br  2.07  0.67  -0.25
Br  -1.01  5.43  8.79
Br  -9.25  -6.20  0.05
Br  -0.37  5.96  2.52
Br  0.17  3.89  4.89
Br  9.35  1.95  6.36
Br  -4.41  2.05  1.58
Br  -0.97  5.66  -8.61
Br  6.28  -3.70  -1.16
Br  0.95  3.12  -8.44
Br  -3.09  1.22  4.36
Br  9.28  0.27  3.65
Br  -8.62  -7.57  -2.76
Br  -10.27  -4.84  -2.65
Br  -4.48  4.00  -5.80
Br  1.66  3.75  9.27
Br  2.02  2.41  2.45
Br  1.72  6.93  9.50
Br  -1.82  5.65  -5.21
Br  5.17  1.10  4.36
Br  7.00  3.57  3.54
Br  -5.60  3.18  4.31
Br  10.95  2.98  3.80
S  -4.10  -1.62  -0.24
F  -4.30  -3.86  0.98
F  -6.31  -3.98  -0.74
F  -2.81  -3.96  -0.55
F  -5.40  -2.66  -3.06
F  -4.84  -5.51  -1.07
F  -5.73  -4.76  -3.35
F  -3.71  -4.08  -3.17
O  -5.38  -1.15  -0.64
O  1.63  0.11  -2.44
O  -3.71  -1.23  1.08
O  1.49  -1.49  -0.81
N  -3.25  -0.13  -2.37
C  0.74  4.99  -8.03
C  2.11  -2.60  -1.53
C  -0.08  5.74  4.42
C  10.31  1.45  4.77
C  3.04  1.90  0.90
C  7.14  -2.26  -0.20
C  1.49  -4.00  -1.25
C  2.41  -4.95  -0.43
C  5.80  2.85  4.86
C  -0.56  -0.42  -1.93
C  0.91  5.41  8.64
C  -2.86  -0.85  -1.32
C  0.12  -3.95  -0.54
C  0.92  -0.57  -1.73
C  -5.07  -4.18  -1.20
C  -8.90  -5.91  -1.82
C  -2.57  4.06  -5.98
C  -4.94  -3.87  -2.72
C  -1.52  -1.00  -1.08
C  -1.04  0.34  -3.00
C  -4.02  -3.48  -0.27
C  -4.72  1.70  3.46
C  -2.40  0.47  -3.19
H  2.06  -4.93  0.61
H  -0.61  -3.58  -1.27
H  -2.34  4.07  -7.04
H  -0.16  -4.91  -0.10
H  2.04  -2.40  -2.60
H  -2.80  1.09  -4.05
H  3.48  -4.72  -0.50
H  1.30  -4.47  -2.22
H  -1.23  -1.58  -0.20
H  2.20  -5.98  -0.77
H  6.37  2.74  5.78
H  -0.34  0.83  -3.67
H  0.76  5.08  -6.95
H  1.15  5.48  7.58
H  11.18  0.89  5.10
H  3.17  -2.66  -1.25
H  3.92  1.37  1.26
H  -5.38  0.85  3.52
H  -0.97  6.08  4.92
H  -7.98  -5.35  -1.89
H  -4.25  -0.03  -2.54
H  8.01  -1.97  -0.78
H  0.16  -3.23  0.30

Output
2S+1: 1
Charge: +1
HOMO-LUMO gap: 5.84 eV
E_LUMO: -0.2025 Eh
HOMO energy: -11.353 eV

Atomic partial charges in e from the Mulliken method, atoms 1 to 6: Br -0.069; Br -0.018; Br 0.004; Br 0.053; Br -0.049; Br -0.005


Below is 8 unconnected molecules or ions with the total composition C29H54N2O7, with properties calculated with the ωB97M-V functional and the def2-TZVPD basis.

Geometry (Å):
O  -0.49  -6.32  1.39
O  2.75  -1.05  5.18
O  0.14  -0.55  0.98
O  2.11  2.31  -1.81
O  0.66  2.74  7.69
O  -0.99  2.81  -4.70
O  1.70  6.31  -5.02
N  -2.59  -1.82  -3.98
N  -4.52  -5.12  -2.71
C  -0.62  1.97  -5.49
C  -1.05  -8.35  0.28
C  0.52  0.78  2.91
C  -4.74  -3.31  0.18
C  -1.86  -3.20  -0.86
C  3.51  -0.33  5.79
C  -2.98  -2.31  -1.45
C  -0.04  3.04  -1.13
C  3.22  0.13  7.20
C  1.09  7.01  -5.80
C  -0.15  -7.44  1.08
C  1.66  8.30  -6.32
C  0.45  -4.11  -1.43
C  -0.83  0.50  -5.23
C  -4.54  -4.13  -2.13
C  -0.43  -2.84  -1.31
C  1.41  4.38  -2.76
C  -1.10  1.62  6.56
C  -4.39  -2.96  -1.27
C  -2.76  -2.07  -2.87
C  -0.28  6.62  -6.29
C  4.80  0.16  5.17
C  0.88  0.21  1.56
C  0.08  2.34  -6.77
C  -1.18  2.15  9.07
C  1.20  -7.99  1.46
C  -0.43  2.22  7.77
C  2.20  0.64  0.99
C  1.25  3.16  -1.89
H  -0.15  -5.02  -1.35
H  -1.38  1.10  9.33
H  1.77  -8.26  0.57
H  -2.11  -4.24  -1.06
H  1.34  5.28  -2.15
H  -2.05  2.12  6.36
H  0.61  4.40  -3.50
H  2.36  0.17  0.02
H  -3.92  -3.79  0.71
H  -0.57  -8.63  -0.66
H  -5.57  -4.00  0.19
H  4.01  -0.19  7.88
H  4.81  1.25  5.14
H  -1.26  -9.26  0.84
H  -0.45  0.39  3.23
H  -3.00  -1.34  -0.95
H  1.75  -7.24  2.03
H  -0.41  -2.27  -2.23
H  4.90  -0.24  4.17
H  -0.45  1.73  5.69
H  -5.05  -2.42  0.73
H  1.08  -8.89  2.07
H  2.36  4.36  -3.28
H  -0.58  5.68  -5.85
H  1.07  1.89  -6.80
H  -1.99  -7.84  0.06
H  -0.01  -2.24  -0.51
H  0.94  -4.15  -2.41
H  2.65  8.47  -5.89
H  -5.11  -2.21  -1.61
H  -1.01  7.39  -6.02
H  0.13  -0.02  -5.21
H  -0.60  2.61  9.86
H  -2.14  2.66  8.98
H  1.20  -4.15  -0.65
H  -0.88  3.02  -1.83
H  -1.91  -3.06  0.22
H  2.27  -0.29  7.52
H  1.74  8.27  -7.41
H  -0.49  1.98  -7.63
H  5.65  -0.17  5.77
H  -0.28  6.53  -7.38
H  3.00  0.35  1.67
H  1.01  9.14  -6.05
H  0.17  3.43  -6.84
H  -1.33  0.35  -4.28
H  2.22  1.72  0.85
H  1.27  0.49  3.65
H  -0.17  3.89  -0.46
H  -0.05  2.12  -0.55
H  3.16  1.22  7.22
H  -1.29  0.56  6.73
H  -1.44  0.06  -6.02
H  0.47  1.87  2.86

Output
2S+1: 1
HOMO-LUMO gap: 9.69 eV
E_LUMO: 0.0233 Eh
SMILES: CCC[C@@H](C#N)[C@H](C)C#N.CC(C)=O.CC(C)=O.CC(C)=O.CC(C)=O.CC(C)=O.CC(C)=O.CC(C)=O
HOMO energy: -9.054 eV

Atomic partial charges in e from the Mulliken method, atoms 1 to 6: O -0.521; O -0.564; O -0.519; O -0.562; O -0.548; O -0.562


Below is C3H9NO in the gas phase, with properties calculated with the ωB97M-V functional and the def2-TZVPD basis.

Geometry (Å):
O  -0.58  -0.67  -2.21
N  -0.31  0.75  1.84
C  0.79  -0.33  -0.12
C  -0.41  -1.00  -0.79
C  0.42  1.02  0.55
H  1.57  -0.09  -0.85
H  -0.26  1.65  -0.03
H  -1.36  -0.76  -0.32
H  1.28  -0.94  0.64
H  -0.23  -2.06  -0.94
H  1.39  1.45  0.80
H  -1.29  0.99  1.73
H  -0.27  -0.26  1.97
H  -0.75  0.27  -2.27

Output
2S+1: 1
HOMO-LUMO gap: 10.36 eV
Energy above the lowest of the compared OMol25 structures with the same formula, charge and spin: 30.0 kcal per mole
E_LUMO: 0.0337 Eh
SMILES: NCCCO
HOMO energy: -9.440 eV

Atomic partial charges in e from the Mulliken method, atoms 1 to 6: O -0.523; N -0.630; C -0.735; C -0.393; C -0.344; H 0.347


Number 1: DFT total energy -9114.65763 Ha, maximum force 2.9 eV/Å. Number 2: DFT total energy -79563.07342 Ha, maximum force 7.7 eV/Å. Number 3: DFT total energy -1773.55062 Ha, maximum force 0.8 eV/Å. Number 4: DFT total energy -249.66585 Ha, maximum force 2.0 eV/Å.